Entry 1:
Density functional theory data (the ωB97M-V functional and the def2-TZVPD basis) for C4N2 in the gas phase.

Structure (XYZ):
```
6
Properties=species:S:1:pos:R:3:lowdin_charge:R:1
N -0.4513 3.0321 -0.0070 0.20
C -0.2314 1.8654 0.1307 -0.23
C -0.1189 0.6055 0.3705 -0.01
C 0.2272 -0.5890 0.2725 0.00
C 0.4334 -1.9045 -0.0518 -0.13
N 0.1410 -3.0095 -0.7148 0.17
```

E_tot: -7122.9704 eV
orbital gap: 8.93 eV
LUMO level: -1.989 eV
SMILES: N#CC#CC#N
E_HOMO: -10.9 eV

=====

Entry 2:
Density functional theory data (the ωB97M-V functional and the def2-TZVPD basis) for C32H44CrF5N8O6P2S4 as an isolated structure.

Structure (XYZ):
```
102
Properties=species:S:1:pos:R:3:mulliken_spin:R:1
Cr -0.4760 0.1394 0.9734 1.21
N -3.5943 -7.2263 -2.0652 0.00
C -3.4486 -5.8860 -1.7504 0.00
C -4.4175 -5.2275 -0.9850 0.00
C -4.2961 -3.8812 -0.7066 0.00
C -3.2074 -3.1673 -1.1944 0.00
C -2.2464 -3.8047 -1.9684 0.00
C -2.3589 -5.1566 -2.2386 0.00
S -3.0785 -1.4465 -0.8754 0.01
O -4.3409 -1.0154 -0.3444 0.00
O -2.5563 -0.8614 -2.0802 0.00
N -1.9001 -1.2511 0.2440 -0.02
C -2.0654 -1.7706 1.4971 -0.01
N -2.8915 -2.7559 1.8627 0.00
C -2.9145 -3.0402 3.1582 0.00
C -2.1385 -2.3880 4.1101 0.00
C -1.2827 -1.4161 3.6434 0.01
N -1.2305 -1.1328 2.3536 -0.05
H -4.2542 -7.7671 -1.5366 0.00
H -2.7917 -7.7283 -2.3980 0.00
H -5.2708 -5.7864 -0.6125 0.00
H -5.0328 -3.3631 -0.1066 0.00
H -1.4227 -3.2316 -2.3805 0.00
H -1.6123 -5.6556 -2.8494 0.00
H -3.5913 -3.8393 3.4517 0.00
H -2.1926 -2.6290 5.1614 0.00
H -0.6243 -0.8557 4.2945 0.00
C 1.6833 0.4606 -5.5603 0.00
N 1.3814 -0.1576 -4.2687 0.00
C 0.0553 -0.8053 -4.2708 0.00
P 1.6871 0.6743 -2.8660 0.00
O 1.4955 -0.1846 -1.6874 0.01
O 0.6734 1.9330 -2.9830 0.00
P -0.3856 2.5776 -1.8983 -0.01
O -0.8233 1.6023 -0.8834 -0.03
N 0.3487 3.9363 -1.3242 0.00
C 1.4256 4.5893 -2.0795 0.00
C 0.5015 4.0766 0.1402 0.00
N -1.6001 3.0770 -2.8625 0.00
C -2.5423 2.0751 -3.3739 0.00
C -1.5007 4.2894 -3.6616 0.00
N 3.1814 1.3412 -2.9474 0.00
C 4.2400 0.8654 -2.0548 0.00
C 3.5865 2.4005 -3.8605 0.00
H 1.4265 -0.2494 -6.3453 0.00
H 2.7446 0.6797 -5.6502 0.00
H 1.1053 1.3777 -5.7341 0.00
H 0.0869 -1.6866 -4.9154 0.00
H -0.7289 -0.1311 -4.6383 0.00
H -0.2276 -1.1057 -3.2638 0.00
H 1.0540 5.1637 -2.9279 0.00
H 2.1614 3.8796 -2.4436 0.00
H 1.9289 5.2815 -1.4075 0.00
H -0.2781 3.5245 0.6546 0.00
H 0.4017 5.1299 0.4078 0.00
H 1.4676 3.7037 0.4775 0.00
H -2.5041 1.1729 -2.7765 0.00
H -2.3176 1.8183 -4.4162 0.00
H -3.5550 2.4793 -3.3257 0.00
H -1.1616 5.1246 -3.0525 0.00
H -2.4963 4.5329 -4.0303 0.00
H -0.8366 4.1741 -4.5266 0.00
H 3.8487 0.1052 -1.3840 0.00
H 4.6161 1.6937 -1.4491 0.00
H 5.0711 0.4474 -2.6305 0.00
H 4.3344 2.0424 -4.5733 0.00
H 4.0320 3.2287 -3.3028 0.00
H 2.7355 2.7903 -4.4160 0.00
F 6.1447 -2.1382 2.5184 0.00
C 5.0618 -1.3743 2.3723 0.00
C 3.8472 -1.7664 2.8940 0.00
F 3.7541 -2.9267 3.5558 0.00
C 2.7328 -0.9636 2.7396 0.01
F 1.6048 -1.3985 3.3271 0.00
C 2.7602 0.2405 2.0479 -0.02
S 1.3986 1.3182 1.7755 0.01
C 4.0032 0.5988 1.5446 0.01
F 4.1390 1.7356 0.8508 0.00
C 5.1359 -0.1786 1.6956 0.00
F 6.3018 0.2157 1.1717 0.00
C 2.4726 -2.8395 -0.8599 0.00
S 0.8280 -2.6287 -0.2441 0.00
C 0.7569 -4.0029 0.8947 0.00
O 0.9543 -1.3895 0.6311 -0.04
H 3.1598 -2.8453 -0.0106 0.00
H 2.6641 -1.9840 -1.5075 0.00
H 2.5168 -3.7779 -1.4194 0.00
H 1.7580 -4.2921 1.2162 0.00
H 0.2358 -4.8331 0.4115 0.00
H 0.1761 -3.6414 1.7455 0.00
S -2.1505 1.5336 1.7838 -0.12
C -1.6405 2.8761 2.8207 0.01
C -2.2001 4.1316 2.5623 -0.01
C -1.8686 5.2316 3.3432 0.00
C -0.9684 5.1007 4.3935 0.00
C -0.4205 3.8550 4.6646 0.00
C -0.7599 2.7486 3.8946 0.00
H -2.8937 4.2353 1.7334 0.00
H -2.3104 6.1964 3.1224 0.00
H -0.6980 5.9609 4.9949 0.00
H 0.2830 3.7381 5.4817 0.00
H -0.3327 1.7822 4.1191 0.00
```

E_tot: -162035.2906 eV
orbital gap (alpha / beta): 6.54 / 7.18 eV
LUMO level (alpha / beta): -0.650 / -0.033 eV
2S+1: 2
E_HOMO (alpha / beta): -7.2 / -7.2 eV

=====

Entry 3:
Density functional theory data (the ωB97M-V functional and the def2-TZVPD basis) for a 2-piece molecular cluster, C3H2BrCl3 overall.

Structure (XYZ):
```
9
Properties=species:S:1:pos:R:3:lowdin_charge:R:1
C -1.7088 -0.4028 -0.0656 -0.12
C -0.9105 0.1223 0.8217 -0.61
C 1.5623 0.2370 -0.4022 -1.67
Cl 1.6042 -1.2576 -1.3268 0.50
Cl 2.5692 0.2127 0.9736 0.55
Cl 1.7091 1.5507 -1.4581 0.57
Br -0.5550 0.9592 2.4829 0.67
H -2.7457 -0.7821 0.0677 0.07
H -1.5249 -0.6394 -1.0931 0.04
```

E_tot: -110748.2840 eV
orbital gap (alpha / beta): 8.37 / 7.64 eV
LUMO level (alpha / beta): -0.376 / -0.833 eV
E_HOMO (alpha / beta): -8.7 / -8.5 eV

=====

Entry 4:
Density functional theory data (the ωB97M-V functional and the def2-TZVPD basis) for an isolated ion of composition C4H10N and charge +1.

Structure (XYZ):
```
15
Properties=species:S:1:pos:R:3:lowdin_charge:R:1
C -1.9172 -0.4732 0.0928 -0.02
C -0.5589 0.0774 -0.5215 -0.31
C 0.0401 1.3003 0.0085 -0.06
C 0.5424 -0.0473 0.3850 -0.30
N 1.8905 -0.4680 -0.0465 0.25
H -1.8078 -1.5996 0.2169 0.11
H -2.6643 -0.1005 -0.5667 0.07
H -2.2162 -0.0242 0.9987 0.06
H -0.4052 -0.2607 -1.5953 0.17
H 0.6905 1.9935 -0.7960 0.19
H -0.4990 1.8606 0.8314 0.14
H 0.1691 -0.3167 1.3187 0.14
H 2.6001 -0.4633 0.7634 0.22
H 2.2519 -0.0317 -0.8771 0.17
H 1.8841 -1.4466 -0.2122 0.15
```

E_tot: -5791.5927 eV
orbital gap: 11.45 eV
LUMO level: -3.862 eV
SMILES: C[C@H]1C[C@@H]1[NH3+]
E_HOMO: -15.3 eV
charge: +1

=====

Short version: ΔE to the lowest compared entry with this formula, charge and spin = 46.5, 7.6, 89.7, 52.2 kcal per mole, in the order given.
Short version: max |F| = 11.953, 0.917, 2.056, 4.125 eV/A, in the order given.